7
Properties=species:S:1:pos:R:3:forces:R:3 method="wB97M-V/def2-TZVPD" s2=2.005 max_force_ev_per_a=5.68 charge=0 multiplicity=3 orbital_gap_ev="8.065 / 9.569"
C 1.321 -0.429 -0.434 0.0 3.7 2.9
C -1.174 0.270 0.142 -4.4 1.8 1.4
O -0.008 -0.184 -0.020 5.2 -2.3 -0.7
F 1.958 -1.320 0.312 -1.4 -0.5 -0.9
F 1.997 0.750 -0.096 -0.8 -1.3 -1.7
F -1.554 1.588 0.219 1.7 -0.7 -0.6
Cl -2.541 -0.674 -0.123 -0.3 -0.6 -0.5

10
Properties=species:S:1:pos:R:3:forces:R:3 method="wB97M-V/def2-TZVPD" max_force_ev_per_a=3.82 charge=0 multiplicity=1 orbital_gap_ev=7.997
C -0.773 4.594 -1.251 0.1 0.7 0.1
N -0.034 0.282 -0.461 2.6 1.2 2.3
O 2.249 0.765 -1.111 -1.2 -0.1 -0.4
O 0.551 0.565 -2.913 -1.4 1.1 -1.9
S 1.027 0.213 -1.656 2.8 -0.3 2.6
Br -2.417 3.950 -1.794 -0.6 -0.2 -0.2
Br 0.345 3.188 -0.870 0.6 0.6 0.1
Br 1.409 -1.881 -1.892 0.2 -1.3 0.0
H -0.958 0.038 -0.606 -2.0 -0.4 -0.2
H 0.317 0.725 0.459 -1.0 -1.3 -2.3